No. 1
Here is C47H41CrF2N3P2S as an isolated structure from the OMol25 dataset. Energies are from ωB97M-V with the def2-TZVPD basis set.

Values from the calculation:
Multiplicity ... 5
⟨S²⟩ ... 6.206
E_HOMO (alpha / beta) ... -0.2195 / -0.2214 hartree
LUMO level (alpha / beta) ... -0.496 / -1.038 eV
E_tot ... -4304.795340 hartree
Kohn-Sham gap (alpha / beta) ... 5.48 / 4.99 eV

The geometry in XYZ format:
```
97
Properties=species:S:1:pos:R:3:mulliken_charge:R:1
Cr 11.133 -16.195 -3.793 -0.632
C 6.235 -21.013 -8.035 -0.438
S 5.129 -20.945 -6.624 -0.161
C 6.330 -20.889 -5.287 -0.881
C 6.853 -19.486 -5.104 0.354
C 8.093 -19.473 -4.198 -1.276
N 8.745 -18.173 -4.260 0.870
P 9.990 -17.848 -5.390 1.240
C 9.834 -18.808 -6.835 0.334
C 9.060 -18.362 -7.891 -0.124
C 9.013 -19.116 -9.057 -1.153
C 9.597 -20.404 -9.137 -0.444
C 10.378 -20.857 -8.129 -1.030
C 10.658 -20.053 -6.912 0.191
C 11.445 -18.597 -4.583 -1.262
C 11.593 -18.729 -3.173 0.706
C 12.807 -18.930 -2.518 -1.780
C 14.119 -18.621 -2.974 -0.146
C 14.501 -18.120 -4.169 -1.617
C 13.666 -17.968 -5.406 0.224
P 8.760 -16.841 -3.103 2.133
C 7.989 -17.490 -1.617 0.423
C 8.642 -17.450 -0.392 -0.547
C 7.967 -17.886 0.751 -0.634
C 6.687 -18.426 0.660 -0.800
C 6.038 -18.454 -0.578 -0.902
C 6.671 -17.950 -1.708 -0.374
C 7.448 -15.775 -3.767 0.325
C 6.621 -15.082 -2.869 -0.706
C 5.537 -14.352 -3.337 -0.734
C 5.274 -14.274 -4.706 -0.705
C 6.106 -14.950 -5.593 -0.675
C 7.187 -15.700 -5.136 -0.335
H 5.571 -21.015 -8.912 0.398
H 6.852 -21.918 -8.010 0.232
H 6.865 -20.119 -8.091 -0.088
H 7.127 -21.624 -5.499 0.322
H 5.790 -21.217 -4.397 0.413
H 6.063 -18.856 -4.658 0.113
H 7.104 -19.051 -6.073 -0.052
H 8.804 -20.247 -4.522 0.466
H 7.819 -19.697 -3.153 0.726
H 8.621 -17.352 -7.853 0.184
H 8.525 -18.707 -9.942 0.371
H 9.456 -21.008 -10.036 0.421
H 10.912 -21.820 -8.194 0.345
H 10.530 -20.674 -5.996 0.767
H 10.683 -18.721 -2.560 0.242
H 12.780 -19.311 -1.499 0.346
H 14.919 -18.811 -2.238 0.387
H 15.524 -17.725 -4.243 0.328
H 14.377 -18.089 -6.234 0.920
H 9.661 -17.064 -0.321 0.175
H 8.484 -17.813 1.725 0.424
H 6.173 -18.807 1.556 0.373
H 5.021 -18.850 -0.661 0.428
H 6.140 -17.895 -2.666 0.499
H 6.802 -15.148 -1.791 0.498
H 4.921 -13.791 -2.635 0.427
H 4.426 -13.681 -5.078 0.380
H 5.935 -14.841 -6.671 0.439
H 7.841 -16.212 -5.848 -0.266
F 12.782 -16.070 1.369 -0.372
C 12.101 -15.484 0.343 0.593
C 12.201 -16.071 -0.919 -0.872
C 11.388 -15.547 -1.918 1.223
C 10.664 -14.320 -1.710 -0.245
C 10.655 -13.772 -0.412 0.947
F 9.856 -12.688 -0.160 -0.352
C 11.336 -14.357 0.642 -1.369
C 10.024 -13.698 -2.902 0.167
C 9.258 -12.518 -2.945 -0.741
C 8.802 -12.090 -4.188 -0.560
C 9.123 -12.778 -5.370 -0.937
C 9.866 -13.928 -5.287 -0.132
N 10.305 -14.365 -4.084 0.656
H 12.913 -16.904 -1.097 0.260
H 11.307 -13.943 1.658 0.483
H 9.021 -11.960 -2.031 0.574
H 8.173 -11.190 -4.253 0.402
H 8.735 -12.411 -6.334 0.432
H 10.103 -14.574 -6.148 0.123
C 13.020 -15.626 -4.564 -1.628
C 12.996 -16.572 -5.594 0.630
C 12.565 -19.072 -5.464 -0.532
C 12.151 -19.517 -6.884 -0.952
C 12.371 -18.486 -7.993 0.533
C 12.281 -17.102 -7.942 -0.776
C 12.343 -16.252 -6.812 -0.683
C 12.594 -19.054 -9.254 -0.337
N 12.696 -19.594 -10.310 -0.786
H 12.696 -14.615 -4.800 0.921
H 13.626 -15.749 -3.658 0.536
H 12.971 -19.974 -4.967 0.911
H 12.774 -20.375 -7.170 0.958
H 12.151 -16.621 -8.922 0.398
H 11.947 -15.237 -6.899 0.864
```

***

No. 2
Here is C47H42AsBrMnO2S3Te as an isolated structure from the OMol25 dataset. Energies are from ωB97M-V with the def2-TZVPD basis set.

Values from the calculation:
Multiplicity ... 2
⟨S²⟩ ... 1.238
E_HOMO (alpha / beta) ... -0.4350 / -0.4236 hartree
LUMO level (alpha / beta) ... -7.578 / -7.584 eV
Total charge ... +2
E_tot ... -9389.418963 hartree
Kohn-Sham gap (alpha / beta) ... 4.26 / 3.94 eV

The geometry in XYZ format:
```
98
Properties=species:S:1:pos:R:3:mulliken_charge:R:1
Mn 1.243 -0.397 1.341 -0.928
Br 3.429 -1.465 1.542 -0.075
C 3.548 -1.321 3.474 0.952
C 4.572 -1.914 4.142 -0.888
C 4.623 -1.761 5.540 -0.607
C 3.671 -1.024 6.186 -0.962
C 2.607 -0.413 5.480 0.810
C 1.621 0.354 6.139 -0.858
C 0.609 0.924 5.422 -1.274
C 0.539 0.756 4.024 1.165
C 1.452 0.008 3.306 -1.023
C 2.516 -0.570 4.068 0.956
H 5.327 -2.488 3.622 0.467
H 5.431 -2.227 6.087 0.415
H 3.718 -0.895 7.260 0.430
H 1.695 0.486 7.211 0.414
H -0.147 1.513 5.926 0.490
H -0.271 1.248 3.499 0.375
O -0.753 -0.020 1.338 0.251
S -1.900 -0.922 1.797 0.269
C -2.802 -1.371 0.309 0.825
C -3.273 -0.381 -0.538 -0.690
C -3.893 -0.750 -1.722 -0.557
C -4.054 -2.095 -2.032 -0.707
C -3.598 -3.079 -1.166 -0.647
C -2.961 -2.717 0.014 -0.591
C -3.120 0.199 2.485 0.585
C -2.876 1.558 2.550 0.215
C -3.837 2.380 3.124 -0.929
C -5.009 1.831 3.622 -0.568
C -5.242 0.463 3.543 -0.741
C -4.290 -0.366 2.974 -0.579
H -3.175 0.660 -0.259 0.393
H -4.265 0.016 -2.390 0.509
H -4.554 -2.381 -2.949 0.476
H -3.746 -4.126 -1.398 0.474
H -2.595 -3.470 0.701 0.579
H -1.954 1.959 2.151 0.181
H -3.666 3.446 3.186 0.469
H -5.751 2.472 4.079 0.430
H -6.160 0.041 3.928 0.440
H -4.453 -1.435 2.904 0.470
C 3.257 2.398 2.278 -1.478
As 2.088 1.801 0.835 0.788
C 3.403 2.034 -0.599 -0.988
C 0.944 3.429 0.748 -1.151
C 0.476 3.850 -0.597 0.893
C 1.266 4.638 -1.436 -0.319
C 0.767 5.090 -2.644 -0.925
C -0.539 4.779 -3.039 -0.435
C -1.332 4.004 -2.223 -0.449
C -0.826 3.513 -1.017 -0.992
H 2.680 2.592 3.180 0.363
H 3.784 3.307 1.985 0.554
H 3.989 1.620 2.496 0.380
H 3.846 3.026 -0.520 0.428
H 2.971 1.912 -1.589 0.111
H 4.196 1.300 -0.454 0.447
H 1.528 4.208 1.238 0.766
H 0.085 3.192 1.376 0.283
H 2.250 4.949 -1.112 0.487
H 1.383 5.720 -3.273 0.456
H -0.930 5.151 -3.976 0.507
H -2.345 3.765 -2.518 0.457
H -1.489 2.997 -0.328 0.348
Te 0.099 0.907 -2.009 -0.504
C 0.079 1.590 -3.944 1.500
C -0.962 1.672 -4.842 -0.775
C -0.573 2.194 -6.085 -0.752
C 0.767 2.495 -6.132 -0.687
S 1.556 2.131 -4.673 -0.054
H -1.975 1.375 -4.603 0.533
H -1.243 2.340 -6.920 0.498
H 1.321 2.925 -6.952 0.479
O 0.952 -1.283 -0.394 1.076
S 1.699 -2.352 -1.199 0.035
C 1.101 -2.055 -2.853 -0.231
C -0.259 -2.108 -3.148 -0.117
C -0.674 -1.766 -4.425 -0.395
C 0.253 -1.361 -5.379 -0.605
C 1.607 -1.308 -5.069 -0.844
C 2.040 -1.663 -3.800 -0.402
C 0.840 -3.867 -0.789 0.653
C 0.900 -4.940 -1.669 -0.574
C 0.299 -6.134 -1.307 -0.728
C -0.339 -6.250 -0.079 -0.665
C -0.372 -5.177 0.800 -0.731
C 0.229 -3.977 0.448 -0.040
H -0.975 -2.429 -2.399 0.265
H -1.725 -1.815 -4.680 0.553
H -0.084 -1.088 -6.370 0.485
H 2.325 -0.988 -5.812 0.509
H 3.094 -1.645 -3.547 0.563
H 1.411 -4.841 -2.619 0.498
H 0.334 -6.977 -1.985 0.450
H -0.803 -7.187 0.201 0.444
H -0.852 -5.275 1.765 0.556
H 0.220 -3.142 1.139 0.061
```

***

No. 3
Here is C47H42BrClCoN3O6S2Te as an isolated structure from the OMol25 dataset. Energies are from ωB97M-V with the def2-TZVPD basis set.

Values from the calculation:
Multiplicity ... 1
E_HOMO ... -0.0595 hartree
LUMO level ... 3.653 eV
Total charge ... -2
E_tot ... -7913.481316 hartree
Kohn-Sham gap ... 5.27 eV

The geometry in XYZ format:
```
104
Properties=species:S:1:pos:R:3:mulliken_charge:R:1
Co 1.682 0.919 -0.231 -0.321
Br -0.440 2.289 -3.014 -0.087
C -0.737 2.815 -1.217 -0.185
C -1.761 3.718 -0.977 -0.687
C -2.041 4.040 0.341 -0.644
C -1.325 3.423 1.350 -1.160
C -0.319 2.541 1.005 0.028
N 0.003 2.273 -0.269 0.796
C 0.389 1.719 2.083 1.307
O 0.024 1.860 3.246 -0.901
O 1.251 0.898 1.635 -0.463
H -2.316 4.133 -1.804 0.490
H -2.834 4.742 0.570 0.400
H -1.521 3.574 2.401 0.572
S 3.228 -0.698 -0.114 -0.543
C 2.871 -0.538 -1.894 0.854
N 2.437 0.801 -1.993 0.431
C 3.085 1.546 -2.902 -0.587
C 2.957 2.926 -3.113 -0.212
C 3.700 3.547 -4.109 -0.918
C 4.593 2.839 -4.903 -0.585
C 4.774 1.471 -4.667 -0.282
C 4.053 0.850 -3.673 0.520
S 4.221 -0.807 -3.107 -0.502
H 2.285 3.498 -2.482 0.368
H 3.581 4.615 -4.261 0.366
H 5.162 3.338 -5.678 0.329
H 5.501 0.907 -5.242 0.343
C 7.011 2.058 -1.720 -1.016
C 6.758 1.760 -0.271 0.969
C 7.392 0.720 0.385 -0.916
C 7.090 0.441 1.708 0.374
Cl 7.917 -0.881 2.514 -0.307
C 6.141 1.170 2.390 -0.872
C 5.498 2.221 1.747 -0.437
C 5.820 2.530 0.432 0.824
O 5.280 3.547 -0.277 -0.450
C 4.255 4.320 0.316 -1.332
C 2.927 3.568 0.514 0.846
O 2.012 4.205 1.048 -0.773
O 2.954 2.389 0.076 -0.006
H 7.745 1.365 -2.133 0.357
H 7.371 3.080 -1.854 0.318
H 6.084 1.974 -2.293 -0.014
H 8.112 0.109 -0.145 0.315
H 5.877 0.913 3.407 0.394
H 4.720 2.757 2.271 0.213
H 4.074 5.137 -0.382 0.386
H 4.571 4.747 1.274 0.448
C -7.707 0.801 3.734 -1.593
C -6.430 0.514 2.988 0.695
C -5.310 0.022 3.645 -0.920
C -4.126 -0.259 2.971 0.773
C -2.944 -0.744 3.767 -1.001
C -4.046 -0.061 1.580 -0.488
Te -2.132 -0.286 0.571 1.302
N 0.385 -0.398 -0.715 1.117
C 0.621 -1.230 -1.619 -0.573
O 1.811 -1.452 -2.280 -0.243
C -0.390 -2.175 -2.192 0.157
C -1.458 -1.681 -2.931 0.310
C -2.365 -2.553 -3.518 -0.751
C -2.217 -3.925 -3.357 -0.509
C -1.158 -4.419 -2.606 -0.568
C -0.244 -3.548 -2.034 -0.562
C -2.039 -2.389 0.877 0.363
C -0.969 -2.932 1.603 0.941
C 0.127 -2.091 2.191 -1.129
C -0.928 -4.314 1.799 -1.191
C -1.908 -5.160 1.310 0.934
C -1.837 -6.648 1.529 -1.684
C -2.961 -4.599 0.601 -0.994
C -3.041 -3.230 0.369 1.161
C -4.204 -2.718 -0.435 -1.673
C -5.169 0.450 0.912 1.365
C -5.200 0.730 -0.572 -2.017
C -6.338 0.725 1.623 -0.690
H -7.530 0.847 4.809 0.348
H -8.454 0.023 3.554 0.285
H -8.143 1.751 3.421 0.362
H -5.351 -0.135 4.719 0.273
H -3.220 -0.887 4.813 0.406
H -2.123 -0.024 3.715 0.097
H -2.568 -1.691 3.377 0.073
H -1.570 -0.607 -3.035 0.230
H -3.194 -2.160 -4.095 0.365
H -2.929 -4.606 -3.809 0.380
H -1.046 -5.488 -2.461 0.382
H 0.586 -3.927 -1.449 0.443
H -0.263 -1.389 2.933 0.026
H 0.629 -1.486 1.438 -0.221
H 0.877 -2.723 2.669 0.470
H -0.092 -4.731 2.353 0.230
H -0.952 -6.917 2.106 0.372
H -1.795 -7.186 0.579 0.316
H -2.715 -7.010 2.070 0.323
H -3.735 -5.244 0.195 0.305
H -4.720 -3.546 -0.925 0.423
H -3.862 -2.018 -1.198 0.035
H -4.918 -2.187 0.197 0.289
H -4.290 0.402 -1.068 -0.024
H -5.315 1.801 -0.758 0.461
H -6.051 0.224 -1.035 0.397
H -7.197 1.118 1.085 0.378
```

***

No. 4
Here is C47H43IrN7O2PS3 as an isolated structure from the OMol25 dataset. Energies are from ωB97M-V with the def2-TZVPD basis set.

Values from the calculation:
Multiplicity ... 6
⟨S²⟩ ... 8.805
E_HOMO (alpha / beta) ... -0.3723 / -0.3774 hartree
LUMO level (alpha / beta) ... -4.356 / -4.732 eV
Total charge ... +1
E_tot ... -3990.177106 hartree
Kohn-Sham gap (alpha / beta) ... 5.77 / 5.54 eV

The geometry in XYZ format:
```
104
Properties=species:S:1:pos:R:3:mulliken_charge:R:1
Ir -0.162 0.945 0.067 1.124
C -4.400 4.370 2.377 -0.768
C -3.708 5.040 1.348 -0.741
C -2.478 4.584 0.894 -0.633
C -1.914 3.510 1.553 0.718
C -2.572 2.834 2.586 -0.430
C -3.797 3.287 3.001 -0.571
P -0.346 2.870 1.045 1.984
C 0.400 3.974 -0.121 -0.123
C 1.326 4.832 0.392 -0.646
C 2.363 5.407 -0.333 -0.487
C 3.299 4.188 -2.105 -1.153
C 2.617 2.986 -2.624 0.876
C 0.217 3.612 -1.620 1.021
C 0.405 2.567 2.652 0.373
C 0.389 3.464 3.724 -0.467
C 0.753 3.022 4.983 -1.075
C 1.233 1.719 5.202 -0.719
C 1.275 0.810 4.142 0.593
C 1.779 -0.520 4.276 -1.276
C 1.565 -1.405 3.226 -0.787
C 1.062 -0.976 1.994 -0.629
C 0.640 0.322 1.768 0.240
C 0.758 1.233 2.843 -0.057
H -5.365 4.695 2.709 0.463
H -4.087 5.979 0.926 0.421
H -1.966 5.096 0.082 0.377
H -2.135 1.937 3.017 0.318
H -4.320 2.714 3.791 0.406
H 1.314 5.101 1.445 0.541
H 3.030 6.045 0.272 0.395
H 4.352 4.019 -1.847 0.335
H 2.202 3.208 -3.631 0.566
H -0.654 2.894 -1.622 0.474
H 0.014 4.489 3.589 0.414
H 0.646 3.696 5.844 0.384
H 1.536 1.468 6.227 0.429
H 2.220 -0.840 5.201 0.444
H 1.850 -2.434 3.390 0.519
H 1.021 -1.669 1.203 1.031
C -0.959 -6.714 2.697 -1.558
C -1.480 -5.345 2.343 0.484
C -2.367 -5.097 1.266 -0.505
C -3.010 -3.897 1.016 -0.540
C -2.731 -2.804 1.882 -0.068
C -1.797 -2.986 2.918 -0.180
C -1.176 -4.215 3.118 -0.421
S -3.508 -1.190 1.670 1.076
O -3.386 -0.504 2.965 -0.698
O -4.851 -1.413 1.154 -0.752
N -2.645 -0.262 0.661 -0.108
C -2.525 -0.538 -0.626 0.293
C -3.547 -1.079 -1.494 -0.834
C -3.430 -1.030 -2.840 -0.564
C -2.161 -0.665 -3.375 -0.860
C -1.093 -0.388 -2.522 -0.785
N -1.292 -0.223 -1.163 0.385
H -1.655 -7.243 3.360 0.358
H 0.045 -6.668 3.162 0.359
H -0.866 -7.353 1.804 0.369
H -2.591 -5.939 0.613 0.388
H -3.818 -3.829 0.279 0.489
H -1.558 -2.142 3.574 0.508
H -0.478 -4.229 3.969 0.388
H -4.450 -1.345 -0.965 0.645
H -4.240 -1.274 -3.498 0.492
H -2.069 -0.573 -4.437 0.531
H -0.079 -0.198 -2.848 0.984
S 3.423 -0.267 -0.079 -0.112
C 2.777 0.970 -0.998 -0.024
N 1.538 1.591 -0.999 -0.511
C 1.437 2.690 -1.785 -0.632
C -0.008 4.578 -2.747 -1.411
C -0.051 5.950 -2.765 -0.751
C 1.086 6.917 -2.829 -0.481
C 2.365 6.538 -2.555 -0.610
C 2.689 5.369 -1.684 0.040
S 3.689 1.520 -2.360 -0.143
H -0.075 3.995 -3.645 0.596
H -1.043 6.381 -2.726 0.447
H 0.842 7.950 -3.148 0.419
H 3.179 7.138 -2.939 0.481
C 1.335 -2.616 -2.894 -0.700
N 1.808 -3.555 -3.898 0.126
C 3.171 -3.917 -3.557 -0.683
N 3.328 -4.477 -2.200 0.040
C 2.750 -3.520 -1.252 -0.568
N 1.365 -3.202 -1.541 0.513
C 0.584 -4.411 -1.510 -0.706
N 1.047 -5.396 -2.437 0.090
C 1.001 -4.783 -3.785 -0.695
C 2.461 -5.657 -2.129 -0.738
H 0.357 -2.275 -3.174 0.039
H 2.015 -1.767 -2.799 0.331
H 3.822 -3.029 -3.547 0.343
H 3.574 -4.584 -4.313 0.339
H 3.330 -2.574 -1.262 0.169
H 2.842 -3.925 -0.228 0.142
H -0.471 -4.207 -1.767 0.226
H 0.587 -4.876 -0.519 0.267
H -0.081 -4.617 -4.016 0.296
H 1.363 -5.440 -4.561 0.346
H 2.805 -6.378 -2.809 0.395
H 2.514 -6.046 -1.096 0.360
```

***

Largest force on an atom? In order: 4.77, 1.18, 0.61, 4.83 eV Å⁻¹.